Entry 1:
A molecular structure, C46H52BN7O3P2S2SnTe at a distorted geometry, computed with wB97M-V/def2-TZVPD.

```
115
Properties=species:S:1:pos:R:3:mulliken_charge:R:1
Sn 0.301 0.079 1.322 1.80
C -4.109 -0.305 4.785 -1.13
N -2.705 -0.454 4.400 0.20
C -1.844 -1.096 5.391 -0.97
C -2.230 -0.066 3.240 0.60
O -0.999 -0.182 3.006 -0.46
C -3.175 0.532 2.210 -1.27
O -2.568 0.501 0.944 -0.04
C -2.763 1.650 0.114 -1.03
C -1.617 2.610 0.392 -0.21
O -1.292 2.777 1.539 -0.63
N -2.629 4.523 -0.499 -0.18
C -3.970 4.753 -1.028 -1.17
C -0.601 5.494 -1.531 -1.67
H -4.147 -0.140 5.859 0.40
H -4.564 0.553 4.302 0.46
H -4.671 -1.208 4.547 0.33
H -1.720 -0.435 6.249 0.31
H -2.324 -2.014 5.725 0.45
H -0.876 -1.323 4.955 0.18
H -4.101 -0.053 2.190 0.71
H -3.411 1.552 2.532 0.54
H -2.770 1.292 -0.918 0.05
H -3.718 2.133 0.321 0.76
H -4.275 3.912 -1.652 0.46
H -4.659 4.818 -0.187 0.32
H -4.070 5.671 -1.616 0.31
H -0.253 5.780 -0.536 0.48
H 0.275 5.287 -2.148 0.35
H -1.140 6.333 -1.970 0.42
C 0.104 1.968 5.264 -0.62
N 1.329 1.213 5.056 0.40
C 2.018 0.516 6.022 -0.54
C 3.162 0.078 5.442 -0.59
N 3.172 0.505 4.139 -0.08
B 4.359 0.341 3.156 0.29
N 4.175 -0.901 2.174 0.36
C 5.296 -1.319 1.501 -0.73
C 4.984 -2.429 0.791 -0.63
N 3.659 -2.682 1.024 0.26
C 2.942 -3.856 0.555 -1.02
C 3.179 -1.733 1.860 -0.21
S 1.539 -1.764 2.469 -0.55
C 2.045 1.184 3.920 -0.37
S 1.577 1.925 2.431 -0.38
H -0.435 1.526 6.098 0.27
H -0.496 1.935 4.359 0.10
H 0.340 3.005 5.496 0.29
H 1.653 0.429 7.028 0.52
H 3.984 -0.479 5.852 0.59
H 5.332 0.091 3.807 -0.18
H 4.477 1.325 2.483 -0.01
H 6.231 -0.802 1.610 0.62
H 5.580 -3.063 0.162 0.54
H 3.534 -4.326 -0.226 0.27
H 1.984 -3.560 0.141 0.48
H 2.788 -4.555 1.375 0.33
Te 2.427 -1.893 -2.358 0.52
C 1.682 -2.089 -4.320 0.26
C 1.167 -0.985 -4.988 -0.01
C 0.659 -1.161 -6.267 -0.48
N 0.653 -2.328 -6.901 -0.58
C 1.171 -3.371 -6.266 -0.43
C 1.690 -3.309 -4.976 -0.41
C 0.722 -0.887 -1.650 -0.69
P -0.555 -1.660 -0.686 0.09
C -2.169 -1.461 -1.511 1.17
C -2.254 -1.305 -2.891 -0.14
C -3.489 -1.263 -3.520 -0.61
C -4.651 -1.402 -2.775 -0.85
C -4.574 -1.608 -1.404 -0.66
C -3.339 -1.641 -0.776 -0.48
C -0.443 -3.464 -0.724 0.92
C -0.572 -4.154 0.478 -0.01
C -0.604 -5.543 0.486 -0.63
C -0.510 -6.241 -0.707 -0.78
C -0.401 -5.555 -1.912 -0.80
C -0.378 -4.172 -1.924 -0.54
P 0.897 0.733 -1.169 -0.53
C 2.466 1.558 -1.353 0.72
C 3.533 1.183 -0.538 0.32
C 4.757 1.809 -0.675 -0.79
C 4.921 2.804 -1.630 -0.89
C 3.860 3.182 -2.443 -0.92
C 2.627 2.568 -2.302 -0.16
C -0.362 1.924 -1.653 0.36
C -0.732 3.082 -0.760 0.83
C -1.501 4.261 -1.432 1.23
C -2.022 3.942 -2.803 -1.59
C -1.738 2.824 -3.465 -1.17
C -0.851 1.823 -2.895 0.22
H 1.176 -0.001 -4.536 0.31
H 0.249 -0.319 -6.813 0.39
H 1.167 -4.310 -6.805 0.38
H 2.072 -4.205 -4.504 0.41
H -1.346 -1.248 -3.477 0.20
H -3.543 -1.143 -4.594 0.54
H -5.615 -1.380 -3.265 0.43
H -5.478 -1.756 -0.830 0.49
H -3.284 -1.815 0.291 0.44
H -0.643 -3.608 1.412 0.18
H -0.707 -6.075 1.422 0.48
H -0.532 -7.322 -0.703 0.42
H -0.349 -6.102 -2.843 0.50
H -0.320 -3.644 -2.870 0.54
H 3.409 0.410 0.215 0.06
H 5.578 1.531 -0.029 0.43
H 5.879 3.293 -1.738 0.43
H 3.995 3.954 -3.187 0.48
H 1.799 2.868 -2.932 0.53
H 0.173 3.474 -0.283 0.67
H -2.371 5.280 0.123 0.28
H -2.616 4.711 -3.279 0.54
H -2.111 2.668 -4.468 0.58
H -0.555 0.998 -3.521 0.05
```

Summary:
lowest unoccupied orbital energy = -5.63 eV
HOMO level = -12.2 eV
multiplicity = 1
energy above the lowest of the compared OMol25 structures with the same formula, charge and spin = 1.185 eV
charge = +2



Entry 2:
C4H7NO in the gas phase, computed with wB97M-V/def2-TZVPD.

```
13
Properties=species:S:1:pos:R:3:mulliken_charge:R:1
C -0.008 1.540 -0.062 -1.24
C 0.025 0.035 -0.010 1.03
C 0.105 -0.945 -1.116 -0.58
N 1.305 -0.578 -0.384 -0.59
C -0.709 -0.504 1.184 -0.14
O -0.846 0.105 2.219 -0.46
H 0.165 1.853 0.970 0.33
H 0.788 1.921 -0.704 0.38
H -0.978 1.928 -0.391 0.28
H -0.350 -1.910 -0.880 0.24
H 0.046 -0.643 -2.157 0.24
H 1.631 -1.295 0.257 0.25
H -1.174 -1.507 1.072 0.27
```

Summary:
lowest unoccupied orbital energy = 0.79 eV
HOMO level = -9.8 eV
SMILES string = C[C@@]1(C=O)CN1
multiplicity = 1
energy above the lowest of the compared OMol25 structures with the same formula, charge and spin = 2.115 eV



Entry 3:
5 unconnected molecules or ions with the total composition C5H21N2O4 at a distorted geometry, computed with wB97M-V/def2-TZVPD.

```
32
Properties=species:S:1:pos:R:3:mulliken_charge:R:1
C 0.350 -0.981 4.019 -1.24
C -0.661 -0.368 3.106 -0.45
C -0.767 -1.025 1.705 -0.65
C -0.042 -0.227 0.621 -0.77
N -0.689 0.132 -0.614 0.11
C -0.642 -0.495 -1.758 0.02
N -0.153 -1.715 -1.814 -0.30
H 1.292 -1.205 3.493 0.28
H 0.649 -0.365 4.847 0.39
H -0.018 -1.933 4.422 0.32
H -1.740 -0.330 3.460 0.30
H -0.421 0.733 3.158 0.32
H -1.782 -1.365 1.427 0.49
H -0.424 -2.099 1.839 0.39
H 0.295 0.700 1.156 0.35
H 0.938 -0.694 0.465 0.28
H -0.985 1.114 -0.585 0.22
H -1.192 -0.037 -2.569 0.46
H 0.499 -2.172 -1.194 0.18
H -0.157 -2.201 -2.698 0.28
H -3.285 2.403 -2.328 0.32
H -3.297 1.000 -3.016 0.31
O -3.094 1.472 -2.204 -0.62
H 4.251 -0.767 -0.045 0.30
H 3.738 0.412 -0.795 0.32
O 3.589 -0.542 -0.717 -0.63
H 0.147 3.625 -1.168 0.32
H -0.224 3.940 0.341 0.31
O -0.443 3.421 -0.433 -0.63
H 1.104 0.149 -4.677 0.30
H 2.062 -0.343 -3.651 0.28
O 1.102 -0.237 -3.792 -0.56
```

Summary:
lowest unoccupied orbital energy = -2.61 eV
HOMO level = -13.5 eV
multiplicity = 1
energy above the lowest of the compared OMol25 structures with the same formula, charge and spin = 1.050 eV
charge = +1



Respective gap between HOMO and LUMO values: 6.606, 10.601, 10.865 eV.